50
Properties=species:S:1:pos:R:3 method="wB97M-V/def2-TZVPD" orbital_gap_ev="8.889 / 8.729" homo_ev="-8.209 / -8.051" largest_force_ev_per_a=4.538 multiplicity=4 s2=3.755 lumo_ev="0.680 / 0.678" e_above_lowest_kj_mol=144.2 energy_ev=-62846.708
Co -0.087 -0.183 0.333
O -1.739 -1.105 1.114
H -2.673 -0.837 1.014
O 1.485 0.666 -0.605
H 1.828 1.567 -0.450
C -3.496 1.547 -0.156
C -2.681 0.794 -1.315
O -1.368 1.144 -0.806
H -4.545 1.678 -0.422
H -3.123 2.541 0.089
H -3.466 1.046 0.812
H -2.952 1.231 -2.276
H -2.836 -0.277 -1.187
H -1.068 1.917 -1.289
C 2.873 -2.367 3.093
C 1.655 -1.432 2.710
O 1.315 -1.605 1.358
H 3.343 -1.835 3.920
H 3.457 -2.519 2.186
H 2.537 -3.333 3.470
H 2.007 -0.402 2.770
H 0.825 -1.407 3.416
H 0.871 -2.456 1.328
C 0.747 2.370 3.801
C -0.253 2.492 2.667
O -0.308 1.225 2.034
H 1.717 2.088 3.391
H 0.291 1.745 4.569
H 0.851 3.349 4.268
H -0.006 3.266 1.940
H -1.245 2.758 3.032
H -0.731 0.637 2.663
C 0.712 2.449 -3.563
C 1.022 1.062 -4.003
O 0.583 0.150 -3.043
H 1.301 2.684 -2.677
H -0.353 2.634 -3.424
H 1.061 3.121 -4.347
H 2.103 1.007 -4.131
H 0.603 0.713 -4.947
H 0.845 0.440 -2.166
C 0.419 -3.913 -1.775
C -0.763 -2.953 -1.373
O -0.175 -1.679 -1.221
H 0.110 -4.837 -2.264
H 1.187 -4.122 -1.030
H 0.839 -3.450 -2.667
H -1.331 -3.320 -0.518
H -1.446 -2.918 -2.222
H 0.062 -1.369 -2.098

82
Properties=species:S:1:pos:R:3 method="wB97M-V/def2-TZVPD" orbital_gap_ev=6.302 homo_ev=-9.874 largest_force_ev_per_a=2.666 total_charge=+1 lumo_ev=-3.572 e_above_lowest_kj_mol=87.9 energy_ev=-140436.975
Li 14.379 10.530 11.360
I 14.091 9.510 13.758
C 13.919 7.727 12.432
I 12.828 8.048 10.559
H 13.269 7.012 12.909
H 14.869 7.214 12.225
C 18.526 10.790 9.949
C 19.779 10.343 9.297
As 21.274 11.620 8.969
C 20.570 12.952 7.753
C 19.429 13.662 8.177
C 18.915 14.675 7.358
C 19.480 14.925 6.116
C 20.637 14.254 5.745
C 21.103 13.193 6.469
C 21.148 12.579 10.679
C 21.428 13.914 10.690
C 21.580 14.575 11.876
C 21.480 13.873 13.086
C 21.454 12.467 13.038
C 21.289 11.803 11.828
P 17.006 9.519 10.074
C 17.769 8.208 11.025
C 18.588 7.266 10.402
C 19.219 6.255 11.082
C 18.886 6.066 12.402
C 17.937 6.890 13.061
C 17.479 8.016 12.388
C 16.869 8.952 8.373
C 16.369 7.644 8.111
C 16.395 7.074 6.805
C 16.765 7.876 5.739
C 17.198 9.210 5.979
C 17.247 9.698 7.285
H 18.065 11.682 9.503
H 18.676 10.986 11.023
H 19.606 9.940 8.257
H 20.276 9.520 9.867
H 18.981 13.477 9.163
H 18.086 15.189 7.821
H 19.007 15.649 5.440
H 21.186 14.555 4.839
H 21.907 12.550 6.059
H 21.419 14.471 9.729
H 21.748 15.661 11.934
H 21.520 14.440 14.065
H 21.478 11.885 13.983
H 21.361 10.707 11.810
H 18.738 7.317 9.347
H 19.887 5.567 10.503
H 19.357 5.247 12.941
H 17.633 6.794 14.074
H 16.763 8.702 12.858
H 16.125 7.109 9.022
H 15.993 6.056 6.623
H 16.720 7.525 4.709
H 17.598 9.818 5.122
H 17.553 10.717 7.477
O 13.571 12.025 10.774
S 12.425 12.900 11.202
C 12.729 14.506 10.445
C 13.760 14.622 9.509
C 13.806 15.761 8.664
C 12.877 16.790 8.833
C 11.975 16.688 9.880
C 11.879 15.578 10.707
C 11.076 12.476 10.151
C 9.751 12.541 10.606
C 8.732 12.437 9.689
C 9.056 12.079 8.367
C 10.367 11.849 7.984
C 11.394 12.049 8.901
H 14.383 13.716 9.390
H 14.567 15.816 7.877
H 12.823 17.627 8.152
H 11.327 17.502 10.139
H 11.224 15.636 11.575
H 9.546 12.882 11.638
H 7.726 12.739 10.011
H 8.232 12.013 7.625
H 10.593 11.641 6.954
H 12.517 11.963 8.651

38
Properties=species:S:1:pos:R:3 method="wB97M-V/def2-TZVPD" orbital_gap_ev=10.089 homo_ev=-7.355 largest_force_ev_per_a=3.715 total_charge=-1 lumo_ev=2.733 e_above_lowest_kj_mol=196.0 energy_ev=-30078.918
C 0.385 -0.607 -0.389
O -0.827 -0.498 -0.224
O 0.835 -1.137 -1.501
O 1.261 -0.143 0.377
H 0.114 -1.482 -1.978
O -0.670 2.810 1.344
H -0.783 1.885 1.487
H -0.258 2.806 0.491
O 1.001 2.687 -0.987
H 1.237 1.868 -0.597
H 1.284 3.353 -0.395
O -1.891 1.304 -1.908
H -1.712 0.856 -1.115
H -1.595 0.629 -2.491
O -1.302 0.085 2.341
H -1.160 -0.654 3.000
H -1.142 -0.379 1.477
O 0.469 -2.469 2.687
H -0.393 -2.789 2.452
H 1.040 -2.482 1.979
O -3.904 0.092 0.944
H -3.068 -0.200 1.320
H -3.663 1.006 0.838
O 3.177 -1.688 1.489
H 3.854 -1.033 1.751
H 2.564 -1.204 0.921
O -2.902 -1.793 -1.763
H -3.512 -2.231 -1.181
H -2.147 -1.677 -1.144
O -0.721 -0.362 -3.870
H -1.248 0.163 -4.439
H 0.152 0.077 -3.870
O 2.045 0.858 2.635
H 2.973 0.629 2.583
H 1.636 0.492 1.850
O 3.006 0.547 -1.750
H 3.559 0.728 -0.979
H 2.322 -0.053 -1.378

51
Properties=species:S:1:pos:R:3 method="wB97M-V/def2-TZVPD" orbital_gap_ev=8.718 homo_ev=-8.449 largest_force_ev_per_a=1.085 smiles="O=C(CCn1nc(-c2ccc(Cl)cc2)c2ccccc2c1=O)NC[C@@H]1CCCO1" lumo_ev=0.269 e_above_lowest_kj_mol=85.0 energy_ev=-46307.382
O -0.513 2.344 -0.039
C 0.593 2.129 0.413
C 0.978 2.432 1.857
C 1.186 1.144 2.661
N -0.023 0.344 2.656
N -0.277 -0.256 1.498
C -1.357 -0.942 1.325
C -1.526 -1.545 -0.008
C -1.757 -2.908 -0.168
C -1.890 -3.451 -1.433
C -1.793 -2.624 -2.541
Cl -1.958 -3.301 -4.125
C -1.564 -1.264 -2.398
C -1.429 -0.729 -1.131
C -2.347 -1.076 2.366
C -3.570 -1.738 2.206
C -4.461 -1.809 3.253
C -4.163 -1.220 4.481
C -2.977 -0.543 4.650
C -2.064 -0.461 3.598
C -0.828 0.304 3.778
O -0.500 0.870 4.806
N 1.595 1.604 -0.318
C 1.474 1.271 -1.714
C 2.650 1.868 -2.498
C 2.592 1.516 -3.996
C 4.010 1.031 -4.301
C 4.434 0.473 -2.944
O 3.882 1.360 -1.993
H 1.895 3.022 1.879
H 0.171 3.013 2.307
H 1.991 0.544 2.229
H 1.408 1.380 3.704
H -1.811 -3.553 0.697
H -2.063 -4.508 -1.561
H -1.497 -0.634 -3.271
H -1.263 0.328 -0.994
H -3.814 -2.179 1.251
H -5.403 -2.321 3.121
H -4.871 -1.287 5.294
H -2.725 -0.059 5.582
H 2.511 1.463 0.080
H 0.530 1.685 -2.074
H 1.463 0.182 -1.838
H 2.669 2.953 -2.334
H 2.301 2.370 -4.602
H 1.873 0.712 -4.157
H 4.045 0.285 -5.090
H 4.650 1.870 -4.572
H 5.514 0.455 -2.791
H 4.033 -0.541 -2.801

12
Properties=species:S:1:pos:R:3 method="wB97M-V/def2-TZVPD" orbital_gap_ev=8.267 homo_ev=-7.932 largest_force_ev_per_a=1.647 smiles=c1ncc2o[nH]cc1-2 lumo_ev=0.335 e_above_lowest_kj_mol=273.7 energy_ev=-10273.926
C -1.072 -0.179 1.420
N -0.247 0.523 2.172
C 0.844 0.883 1.397
C 0.648 0.452 0.143
O 1.300 0.491 -1.109
N 0.410 -0.199 -1.919
C -0.619 -0.704 -1.220
C -0.582 -0.268 0.068
H -1.931 -0.655 1.838
H 1.616 1.529 1.753
H 0.877 -0.537 -2.749
H -1.245 -1.335 -1.794

15
Properties=species:S:1:pos:R:3 method="wB97M-V/def2-TZVPD" orbital_gap_ev=9.391 homo_ev=-9.012 largest_force_ev_per_a=1.805 smiles="C[C@H]1C(=O)N2C[C@]12O" lumo_ev=0.379 e_above_lowest_kj_mol=210.7 energy_ev=-10881.434
C -0.685 -1.819 0.007
C -0.130 -0.519 0.555
C 1.400 -0.290 0.227
O 2.275 -1.110 0.294
N 1.383 0.920 -0.441
C 0.453 1.837 0.246
C -0.394 0.729 -0.213
O -1.286 0.771 -1.196
H -1.757 -1.893 0.191
H -0.509 -1.891 -1.066
H -0.179 -2.653 0.489
H -0.323 -0.403 1.624
H 0.574 1.985 1.319
H 0.342 2.772 -0.298
H -1.164 1.564 -1.736

19
Properties=species:S:1:pos:R:3 method="wB97M-V/def2-TZVPD" orbital_gap_ev=8.085 homo_ev=-8.781 largest_force_ev_per_a=4.449 smiles="C#CC(=C)C=C.COP=S" lumo_ev=-0.695 e_above_lowest_kj_mol=408.2 energy_ev=-29571.944
C 1.239 -3.261 -1.201
C 1.224 -2.067 -0.995
C 1.242 -0.692 -0.815
C 2.065 0.020 -0.097
C 0.230 0.137 -1.412
C 0.077 1.430 -1.422
H 1.483 -4.221 -1.101
H 2.722 -0.524 0.494
H 2.208 1.091 -0.060
H -0.601 -0.416 -1.757
H 0.915 1.971 -1.083
H -0.697 1.984 -1.939
C -2.406 0.098 1.635
O -0.980 0.013 1.512
P 0.126 1.243 1.470
S -0.911 2.821 1.973
H -2.530 -0.494 2.541
H -2.795 -0.255 0.588
H -2.610 1.122 1.668

142
Properties=species:S:1:pos:R:3 method="wB97M-V/def2-TZVPD" orbital_gap_ev=10.748 homo_ev=-10.738 largest_force_ev_per_a=5.288 smiles=FC(F)C(F)(F)COC(F)(F)C(F)F.FC(F)C(F)(F)COC(F)(F)C(F)F.FC(F)C(F)(F)COC(F)(F)C(F)F.FC(F)C(F)(F)COC(F)(F)C(F)F.ClC(Cl)Cl.ClC(Cl)Cl.ClC(Cl)Cl.ClC(Cl)Cl.ClC(Cl)Cl.ClC(Cl)Cl.CCCCCC.CCCCCC lumo_ev=0.010 energy_ev=-360766.865
F -1.371 -4.107 -2.921
C -2.546 -3.536 -3.189
F -2.409 -2.242 -3.438
C -3.302 -4.185 -4.392
F -4.499 -3.654 -4.623
F -3.498 -5.477 -4.136
C -2.423 -4.014 -5.620
O -3.063 -4.521 -6.763
C -2.225 -4.710 -7.914
F -1.835 -3.453 -8.260
F -1.065 -5.258 -7.572
C -2.837 -5.423 -9.101
F -4.031 -4.915 -9.443
F -2.072 -5.489 -10.156
H -3.060 -3.739 -2.248
H -1.488 -4.554 -5.471
H -2.208 -2.957 -5.780
H -3.160 -6.449 -8.915
F 9.085 3.962 -6.757
C 8.246 3.782 -5.734
F 7.111 3.176 -6.088
C 8.905 2.872 -4.581
F 9.920 3.452 -3.914
F 9.506 1.713 -5.057
C 7.872 2.323 -3.568
O 7.078 3.373 -3.014
C 5.962 2.983 -2.221
F 5.380 1.929 -2.782
F 6.459 2.581 -0.986
C 5.069 4.253 -1.971
F 4.672 4.823 -3.125
F 4.006 4.120 -1.142
H 7.982 4.745 -5.296
H 8.412 1.903 -2.719
H 7.222 1.569 -4.010
H 5.706 4.988 -1.478
F -8.238 -2.414 1.892
C -7.947 -2.686 0.616
F -9.026 -2.464 -0.038
C -6.798 -1.907 0.105
F -7.055 -0.661 -0.006
F -6.488 -2.269 -1.221
C -5.423 -2.148 0.909
O -5.073 -3.590 0.924
C -3.689 -3.994 1.172
F -3.736 -5.333 1.294
F -2.940 -3.703 0.086
C -3.120 -3.381 2.490
F -1.886 -3.772 2.749
F -3.159 -2.064 2.498
H -7.768 -3.761 0.669
H -5.616 -1.691 1.880
H -4.625 -1.607 0.403
H -3.784 -3.617 3.323
F -4.717 3.603 -1.205
C -4.450 2.382 -0.781
F -3.186 2.144 -1.039
C -4.735 2.170 0.701
F -4.479 0.912 0.972
F -6.033 2.389 0.922
C -3.768 2.902 1.712
O -4.332 4.155 1.978
C -3.541 5.088 2.642
F -2.757 4.571 3.615
F -2.776 5.720 1.795
C -4.531 6.141 3.271
F -3.884 7.187 3.845
F -5.485 6.711 2.530
H -5.006 1.695 -1.421
H -2.801 3.006 1.218
H -3.688 2.470 2.710
H -5.085 5.538 3.993
Cl 1.479 4.805 -3.797
C 0.161 3.707 -3.346
Cl -0.646 2.993 -4.742
Cl -0.960 4.485 -2.236
H 0.594 2.815 -2.895
Cl 5.188 -1.692 -1.580
C 3.992 -1.516 -2.930
Cl 4.754 -0.944 -4.513
Cl 2.692 -0.379 -2.383
H 3.504 -2.461 -3.160
Cl 1.326 -6.522 1.062
C 0.980 -6.340 -0.711
Cl 1.581 -4.847 -1.441
Cl -0.714 -6.762 -0.893
H 1.582 -7.066 -1.255
Cl 6.420 0.812 4.447
C 6.090 -0.088 2.942
Cl 7.333 0.283 1.762
Cl 4.495 0.338 2.294
H 6.085 -1.126 3.269
Cl 2.418 6.281 5.015
C 1.090 5.280 4.337
Cl 0.485 5.892 2.723
Cl -0.309 5.024 5.339
H 1.491 4.276 4.207
Cl 6.743 5.685 4.058
C 6.115 4.887 2.532
Cl 4.469 4.223 2.831
Cl 7.236 3.716 1.883
H 6.034 5.707 1.819
C 1.934 2.988 1.244
C 1.025 2.371 0.169
C 0.466 1.048 0.708
C -0.704 0.446 -0.166
C -0.963 -1.017 0.309
C 0.006 -2.026 -0.343
H 1.483 2.803 2.219
H 2.137 4.050 1.112
H 2.867 2.426 1.208
H 0.177 2.996 -0.112
H 1.538 2.006 -0.721
H 0.047 1.133 1.711
H 1.266 0.308 0.763
H -1.523 1.069 0.191
H -0.425 0.487 -1.219
H -0.865 -1.075 1.394
H -1.997 -1.347 0.204
H 1.052 -1.728 -0.266
H -0.028 -2.952 0.233
H -0.141 -2.254 -1.399
C -1.206 0.492 4.481
C -0.554 -0.559 5.443
C 0.128 -1.562 4.556
C 0.814 -2.765 5.240
C -0.032 -3.606 6.266
C -1.348 -4.204 5.683
H -0.471 0.878 3.777
H -1.599 1.237 5.173
H -1.997 -0.114 4.039
H 0.096 -0.009 6.125
H -1.225 -1.003 6.180
H 0.888 -1.124 3.907
H -0.540 -1.928 3.775
H 1.106 -3.479 4.469
H 1.711 -2.483 5.792
H 0.623 -4.413 6.595
H -0.307 -3.019 7.143
H -1.855 -4.856 6.395
H -1.959 -3.349 5.394
H -1.213 -4.920 4.872

What did the seventh record say?
19
Properties=species:S:1:pos:R:3 method="wB97M-V/def2-TZVPD" orbital_gap_ev=8.085 homo_ev=-8.781 largest_force_ev_per_a=4.449 smiles="C#CC(=C)C=C.COP=S" lumo_ev=-0.695 e_above_lowest_kj_mol=408.2 energy_ev=-29571.944
C 1.239 -3.261 -1.201
C 1.224 -2.067 -0.995
C 1.242 -0.692 -0.815
C 2.065 0.020 -0.097
C 0.230 0.137 -1.412
C 0.077 1.430 -1.422
H 1.483 -4.221 -1.101
H 2.722 -0.524 0.494
H 2.208 1.091 -0.060
H -0.601 -0.416 -1.757
H 0.915 1.971 -1.083
H -0.697 1.984 -1.939
C -2.406 0.098 1.635
O -0.980 0.013 1.512
P 0.126 1.243 1.470
S -0.911 2.821 1.973
H -2.530 -0.494 2.541
H -2.795 -0.255 0.588
H -2.610 1.122 1.668